31
Properties=species:S:1:pos:R:3:forces:R:3:lowdin_charge:R:1 method="wB97M-V/def2-TZVPD" e_tot_ev=-20487.183 e_above_lowest_ev=6.585 homo_energy_ev="-12.1363 / -12.5145" spin_multiplicity=1 charge=+1 orbital_gap_ha="0.2753 / 0.2718"
C 0.398718 -0.648114 1.456007 0.0 0.8 2.6 -0.14
C -0.154169 -0.916687 0.199503 0.6 -1.4 0.6 -0.21
C -0.773661 1.378710 0.058103 -0.4 -0.2 2.5 0.02
C -0.807158 -2.432627 -1.663506 5.5 -1.8 -1.3 -0.03
C -0.446442 -3.419283 0.696906 6.3 -0.1 1.3 -0.03
C 1.516069 -2.472012 -0.568053 0.1 -0.8 0.6 -0.03
C -0.089834 4.137906 1.563803 3.0 0.1 -2.0 -0.17
C -0.440298 3.540264 -1.525517 1.5 -1.5 -1.8 -0.21
C -0.020804 -2.355377 -0.277414 -1.0 1.3 -2.2 -0.52
N -0.002520 0.361327 2.142041 -1.2 0.5 -3.2 0.19
N -0.699355 0.146461 -0.353504 -0.4 0.8 -0.9 0.06
Si 0.240675 2.930254 0.126281 -0.3 0.3 0.5 0.58
H 1.082485 -1.371466 1.854779 0.3 -0.4 0.3 0.13
H -0.637950 -3.508294 -2.158877 -0.3 2.4 1.1 0.15
H -1.797201 -2.241618 -1.676224 -3.4 0.6 0.5 0.03
H -0.292676 -1.652984 -2.345710 -0.8 -1.4 0.7 0.11
H 0.090075 -3.254556 1.749534 -1.3 -0.4 -2.2 0.14
H -1.402720 -3.629211 0.837111 -4.4 -0.5 0.5 0.03
H 0.068773 -4.313052 0.266035 -0.7 0.3 0.6 0.11
H 1.600355 -3.057831 -1.476598 0.2 0.4 -0.6 0.08
H 1.867499 -1.408766 -0.661186 0.6 -1.5 -0.1 0.11
H 2.088541 -3.180100 0.148212 -0.9 1.8 -0.5 0.13
H 0.248392 3.855966 2.549847 0.5 -0.1 0.0 0.03
H 0.383809 5.106042 1.171706 -0.3 -1.2 0.9 0.07
H -1.080365 4.345043 1.640090 -3.2 0.5 0.1 -0.01
H -1.492608 3.733046 -1.662204 -0.3 0.2 0.6 0.04
H 0.130755 4.440197 -1.693231 0.0 0.6 -0.4 0.02
H -0.169610 2.851412 -2.440738 -0.2 1.1 1.8 0.08
H 0.233645 0.562656 3.077939 1.0 -0.1 1.1 0.08
H -1.257703 0.117238 -1.188724 -0.4 -1.0 -0.9 0.17
H 1.615285 2.355456 0.153590 0.0 0.5 -0.3 0.00



49
Properties=species:S:1:pos:R:3:forces:R:3:lowdin_charge:R:1 method="wB97M-V/def2-TZVPD" e_tot_ev=-44455.770 e_above_lowest_ev=0.936 homo_energy_ev=-7.2662 spin_multiplicity=1 charge=0 orbital_gap_ha=0.2652
Ba -0.269696 10.848645 11.780457 -0.1 0.2 0.0 1.92
C 0.653378 10.366878 8.522537 1.1 1.2 -0.2 -0.10
N 0.763736 11.693552 9.169102 -0.7 -1.3 0.0 -0.40
C 2.069040 12.324301 9.064781 -1.0 -0.3 -1.1 -0.09
C -0.291163 12.569829 8.690374 -1.0 0.3 0.6 -0.21
C -1.756454 12.100813 8.839303 0.4 -0.3 -1.6 -0.32
C -2.596400 12.545864 7.815888 -1.1 2.0 -0.3 -0.09
C -3.995209 12.441929 7.889309 0.3 -0.5 0.7 -0.11
C -4.520474 11.672015 8.944704 -0.4 0.4 -0.3 -0.12
C -3.630729 11.204942 9.924383 -1.5 -1.0 0.4 -0.20
C -2.250301 11.332272 9.883465 0.8 0.2 1.1 -0.32
H 0.752726 10.433289 7.427315 -0.3 0.0 0.1 0.10
H -0.259719 9.912289 8.825949 -1.0 -0.3 -0.2 0.05
H 1.456366 9.731273 8.849428 0.6 -0.3 0.3 0.07
H 2.345898 12.565664 7.998238 0.0 -0.2 0.9 0.11
H 2.764329 11.665949 9.543951 0.8 -0.2 0.0 0.08
H 1.957915 13.222147 9.634532 0.5 0.8 0.3 0.06
H -0.143417 12.804330 7.622031 0.2 0.3 0.3 0.12
H -0.246646 13.460167 9.352392 0.3 -0.1 -0.8 0.09
H -2.289967 13.281169 7.040678 0.4 -0.8 0.4 0.11
H -4.616327 13.069293 7.227476 0.3 -0.9 0.2 0.10
H -5.616261 11.460944 9.000476 1.0 0.4 0.2 0.10
H -4.093817 10.688768 10.808062 0.4 0.3 -0.9 0.08
O 0.305824 12.456907 16.629114 0.8 -1.2 0.4 0.01
C 1.043430 11.288773 16.909533 0.0 -0.5 -0.8 -0.18
C 1.746198 11.172019 18.135413 -0.5 -0.4 -0.6 -0.03
C 2.457564 9.993947 18.462084 0.4 1.4 -0.4 -0.09
C 2.703526 9.053711 17.492164 -2.2 1.0 -0.6 -0.10
C 1.994619 9.140799 16.295252 -0.3 -0.8 -2.9 -0.03
C 1.131597 10.178443 15.921322 0.8 1.1 2.5 -0.05
C 0.398243 10.076610 14.587161 1.1 -0.8 1.9 -0.75
O 0.533036 9.029154 13.892451 -0.3 1.2 -0.3 -0.15
O -0.273731 11.092245 14.343848 -1.0 0.8 -1.4 -0.24
H 0.231897 12.995949 17.436788 0.2 -0.4 -0.3 0.10
H 1.740501 12.015814 18.837315 -0.2 -0.4 -0.2 0.11
H 2.971467 9.897693 19.415215 -0.2 0.2 0.0 0.10
H 3.245688 8.212571 17.721099 1.4 -1.8 0.3 0.07
H 2.062314 8.394985 15.389744 0.2 1.0 2.3 0.15
Cl 3.376726 14.480353 14.583399 0.1 0.3 -0.2 0.70
C 2.259770 14.806184 13.301008 -0.2 -0.3 0.1 -0.63
C 2.255282 15.960818 12.556848 0.2 -0.7 0.0 -0.08
C 1.289553 16.135984 11.583124 -0.6 -0.3 -0.7 -0.07
C 0.330773 15.177775 11.399889 0.5 -2.5 0.7 -0.10
N 0.411734 13.981311 12.121543 -1.9 0.6 -1.8 0.02
C 1.315728 13.793780 13.028062 1.2 1.4 1.5 -0.22
H 3.046643 16.652984 12.619392 0.7 0.8 0.4 0.10
H 1.332313 16.926125 10.857374 0.0 0.6 0.2 0.11
H -0.429063 15.215173 10.600744 0.4 0.0 0.7 0.11
H 1.361175 12.955511 13.744253 -0.5 -0.2 -0.8 0.09



14
Properties=species:S:1:pos:R:3:forces:R:3:lowdin_charge:R:1 method="wB97M-V/def2-TZVPD" e_tot_ev=-19639.664 e_above_lowest_ev=5.940 homo_energy_ev="-7.0653 / -7.0691" spin_multiplicity=1 charge=0 orbital_gap_ha="0.2100 / 0.2103"
C -0.242411 -0.346624 -0.058713 0.6 -1.4 -0.1 -0.07
C 0.975158 2.465749 -0.009535 -0.1 -3.6 -0.1 -0.05
C -0.521528 0.676178 0.922554 0.5 1.9 -0.5 -0.18
N 0.367636 -0.609606 -1.032053 -0.3 0.4 -0.5 0.25
O -0.842765 -3.688355 -0.881867 0.1 0.0 -0.5 -0.72
O -0.320993 2.032130 0.525178 1.0 0.2 -0.7 -0.17
S -1.169833 -3.254492 0.734897 0.2 1.1 -0.2 0.34
H 0.974234 3.500726 -0.000325 -0.2 2.0 -0.1 0.06
H 1.092650 2.039038 -1.044420 0.0 0.6 0.9 0.09
H 1.839146 2.111807 0.607879 -0.7 0.1 -0.3 0.10
H 0.020094 0.487467 1.812068 0.4 -0.6 1.1 0.13
H -1.557626 0.654244 1.045960 -1.7 -0.3 0.9 0.12
H 0.216097 -1.412207 -1.614193 0.2 -0.9 -0.4 0.09
H -0.829861 -4.656058 -1.007432 0.1 0.7 0.5 0.01



134
Properties=species:S:1:pos:R:3:forces:R:3:lowdin_charge:R:1 method="wB97M-V/def2-TZVPD" e_tot_ev=-141806.894 homo_energy_ev=-10.7127 spin_multiplicity=1 charge=+1 orbital_gap_ha=0.2412
C -4.046899 -3.379117 5.109775 0.0 0.1 0.4 -0.07
C -3.961518 -4.887451 5.371028 -0.5 0.4 0.2 -0.17
C -4.338362 -5.743987 4.160722 0.6 0.9 0.1 -0.27
F -5.484747 -5.224690 3.575740 -0.2 -0.4 0.2 0.00
C -3.252584 -5.644650 3.110234 -0.1 -0.4 0.0 -0.09
C -3.475471 -5.174292 1.825856 -0.1 0.0 0.1 0.07
C -2.419224 -5.106766 0.932460 -0.4 0.3 -0.3 0.02
C -1.165596 -5.478525 1.325976 0.0 0.1 -0.1 0.00
N -0.958779 -5.903681 2.579233 0.4 -0.3 0.1 -0.03
C 0.418342 -6.265735 3.006763 0.5 0.5 -0.1 -0.09
C 0.806534 -5.720603 4.383090 -0.3 -0.2 -0.1 -0.16
C 0.430782 -4.269355 4.624740 -0.2 0.3 -0.1 -0.26
N 1.121056 -3.359286 3.687274 -0.6 -0.5 0.4 0.03
C -1.967853 -6.004278 3.445401 -0.1 -0.2 0.2 0.03
H -4.798645 -3.110016 4.374015 0.0 -0.1 -0.1 0.08
H -3.084333 -2.946868 4.839053 0.0 0.0 -0.3 0.07
H -4.339987 -2.886073 6.034674 0.0 0.1 0.0 0.08
H -4.621472 -5.154899 6.195789 -0.1 -0.1 0.0 0.11
H -2.954551 -5.113571 5.720454 0.0 -0.3 0.0 0.10
H -4.533308 -6.762165 4.494630 0.0 -0.2 -0.3 0.16
H -4.464808 -4.858577 1.532348 -0.1 0.0 0.0 0.14
H -2.580951 -4.738282 -0.069674 0.0 -0.1 -0.1 0.13
H -0.320400 -5.444003 0.657552 0.2 0.0 0.1 0.15
H 0.547176 -7.341448 2.925826 -0.1 -0.1 0.1 0.14
H 1.078311 -5.801664 2.277161 0.0 -0.1 -0.2 0.12
H 1.891760 -5.791932 4.453828 0.1 -0.1 0.0 0.13
H 0.402013 -6.376376 5.153747 0.0 0.1 0.2 0.11
H -0.648743 -4.084865 4.552103 -0.1 -0.4 0.1 0.09
H 0.694059 -4.025601 5.652679 0.2 0.1 0.0 0.12
H 0.602341 -2.489725 3.745878 0.3 0.3 -0.1 0.08
H 0.943553 -3.697578 2.746921 0.1 0.2 -0.1 0.06
H -1.734621 -6.377956 4.429393 0.2 0.0 0.0 0.15
C -7.884503 -6.378265 5.792265 0.1 -0.1 -0.2 -0.10
O -8.467912 -6.951516 6.974449 -0.1 2.8 0.0 -0.21
P -7.763422 -6.558490 8.380986 0.6 -4.5 2.6 0.45
O -6.429916 -7.203920 8.347093 0.1 0.7 -0.6 -0.26
O -8.859538 -7.345333 9.248336 0.2 0.0 0.1 -0.25
C -8.964904 -8.765405 9.129262 -0.2 -0.1 -0.1 -0.09
O -7.664519 -5.314489 9.372102 -0.8 1.2 -2.1 -0.24
C -7.510819 -5.597785 10.770889 0.0 0.1 0.5 -0.08
H -8.563433 -6.536372 4.959032 -0.1 0.0 0.1 0.09
H -7.728215 -5.307520 5.920066 0.0 0.0 -0.1 0.09
H -6.934697 -6.868532 5.576150 0.0 0.0 0.1 0.07
H -8.014600 -9.210044 8.834334 0.0 0.1 0.0 0.09
H -9.732820 -9.021039 8.400433 0.0 0.0 0.0 0.09
H -9.257473 -9.156475 10.101051 0.0 0.1 0.0 0.09
H -6.786907 -6.395577 10.927078 0.0 0.0 -0.1 0.09
H -8.467211 -5.861241 11.214203 0.0 -0.1 -0.1 0.09
H -7.147534 -4.681671 11.229556 0.0 0.0 -0.1 0.09
C 6.384368 1.982479 1.142079 0.2 0.1 -0.3 -0.07
O 4.994170 1.583101 1.062033 1.1 -0.1 2.7 -0.24
P 4.621879 0.116147 1.634059 -3.0 -2.2 -3.7 0.47
O 5.207072 -0.856885 0.689259 0.7 0.2 0.4 -0.24
O 3.037241 0.341433 1.398143 0.0 -0.1 0.1 -0.27
C 2.548313 0.486487 0.067962 0.0 0.1 -0.1 -0.09
O 4.439275 -0.628570 3.042080 1.3 2.1 0.6 -0.22
C 3.453116 -1.666452 3.073712 -0.1 -0.3 0.2 -0.13
H 6.430198 3.047477 0.929492 -0.1 0.0 0.0 0.09
H 6.789637 1.805192 2.136423 0.0 0.0 0.0 0.09
H 6.967624 1.437577 0.401828 0.0 -0.1 0.0 0.09
H 3.192197 -0.022678 -0.649947 0.0 0.0 0.1 0.09
H 2.471788 1.540501 -0.192140 0.0 0.0 0.0 0.07
H 1.552188 0.046064 0.031352 0.0 0.0 0.1 0.08
H 3.520283 -2.288414 2.181467 0.0 0.1 0.0 0.09
H 2.459699 -1.241951 3.162861 0.1 0.1 -0.1 0.06
H 3.655539 -2.276535 3.948440 0.2 0.1 0.0 0.08
C 2.314401 9.277504 0.136651 -0.3 0.1 0.0 -0.09
O 2.464935 8.173267 1.053333 3.2 1.1 -1.4 -0.24
P 2.948565 6.713552 0.444130 -6.2 -4.1 2.7 0.61
O 1.662839 6.375512 -0.259601 0.6 0.7 -0.3 -0.27
O 3.029135 6.136757 1.955860 0.4 -0.2 0.0 -0.28
C 1.898277 6.250558 2.816860 0.0 0.2 0.2 -0.10
O 3.859862 5.487550 -0.130674 2.2 2.4 -0.8 -0.26
C 3.526884 4.169037 0.298843 0.0 -0.4 0.3 -0.12
H 2.209611 10.182247 0.729244 0.0 -0.1 0.1 0.09
H 3.185728 9.380851 -0.506599 0.0 0.1 0.0 0.08
H 1.421256 9.134498 -0.470417 0.0 -0.1 0.0 0.09
H 0.969463 6.283172 2.246497 0.0 0.0 -0.1 0.09
H 1.982490 7.145155 3.431634 0.0 0.0 0.0 0.09
H 1.892799 5.376093 3.465880 0.1 0.0 0.0 0.09
H 2.446740 4.020676 0.277499 0.0 0.1 0.0 0.09
H 3.913670 3.975059 1.295447 0.0 0.0 0.0 0.08
H 3.997350 3.478989 -0.398787 0.1 0.2 -0.1 0.09
C -2.911448 -1.219262 -3.631178 0.1 0.1 -0.3 -0.08
O -4.282512 -1.650066 -3.790059 0.9 -0.1 2.7 -0.21
P -4.665600 -3.156930 -3.355985 -2.9 -2.0 -4.1 0.45
O -4.013379 -4.053732 -4.332009 0.8 0.2 0.6 -0.24
O -6.230887 -2.937650 -3.636768 0.0 -0.2 0.1 -0.26
C -6.671681 -2.686984 -4.974839 -0.1 0.2 -0.1 -0.08
O -4.905440 -4.025306 -2.019095 1.4 2.0 1.1 -0.26
C -5.873350 -5.079141 -2.087801 -0.3 -0.3 0.1 -0.09
H -2.890274 -0.141548 -3.762205 -0.1 0.0 0.0 0.09
H -2.534874 -1.458407 -2.637819 0.0 0.0 0.0 0.08
H -2.286863 -1.690109 -4.388598 0.0 -0.1 0.0 0.09
H -5.991271 -3.125459 -5.704158 0.0 0.0 0.1 0.09
H -6.751354 -1.614378 -5.144080 0.0 0.0 0.0 0.09
H -7.655993 -3.135935 -5.086407 0.0 0.0 0.1 0.09
H -5.769200 -5.641582 -3.013847 0.1 0.1 0.0 0.09
H -6.880274 -4.679461 -1.999402 0.0 0.1 -0.1 0.09
H -5.679286 -5.735714 -1.240875 0.1 0.0 0.0 0.08
C 3.077834 5.126745 -7.192774 0.3 0.1 -0.1 -0.08
O 2.564189 5.237196 -5.844868 -1.7 -1.5 -1.7 -0.22
P 1.146096 5.987615 -5.642046 0.7 3.3 3.9 0.45
O 1.387446 7.413302 -5.946563 -0.1 -0.3 -0.7 -0.25
O 1.092848 5.651361 -4.071508 -0.1 0.2 0.0 -0.26
C 2.075454 6.220016 -3.196727 0.3 -0.1 -0.1 -0.10
O -0.414849 5.706741 -5.885884 1.1 -1.8 -1.5 -0.24
C -1.330899 6.315325 -4.972350 -0.4 0.1 0.2 -0.10
H 3.904958 4.423104 -7.178930 0.0 0.0 0.1 0.09
H 2.314041 4.755293 -7.874123 0.0 0.0 0.0 0.08
H 3.437845 6.095644 -7.533984 -0.1 0.0 0.0 0.09
H 2.466418 7.160601 -3.591279 0.0 -0.1 -0.2 0.09
H 2.893999 5.511208 -3.062784 0.1 0.0 -0.1 0.08
H 1.626358 6.401780 -2.230286 -0.2 -0.1 -0.2 0.04
H -1.048875 7.347356 -4.770174 0.1 0.0 0.0 0.09
H -1.381096 5.749915 -4.044577 0.1 0.0 0.0 0.08
H -2.305714 6.294318 -5.455159 0.1 0.0 -0.1 0.09
C 9.514906 4.000794 -9.147898 -0.1 -0.2 -0.3 -0.10
O 9.352991 5.414063 -9.374041 1.2 -1.0 3.2 -0.25
P 8.256959 6.235068 -8.442720 -3.8 3.6 -5.6 0.59
O 6.991514 5.694615 -9.030135 0.3 -1.0 0.8 -0.25
O 8.789244 7.603742 -9.138183 -0.1 0.2 0.1 -0.29
C 8.794178 7.723394 -10.558831 0.3 0.0 -0.1 -0.10
O 7.641115 7.093871 -7.198178 2.0 -1.9 1.8 -0.27
C 6.897352 8.273249 -7.511544 -0.1 0.5 0.0 -0.10
H 10.407497 3.683679 -9.681047 0.0 0.1 0.0 0.09
H 9.644085 3.780019 -8.089908 0.0 0.0 0.0 0.08
H 8.650348 3.462226 -9.534766 -0.1 0.1 0.1 0.09
H 8.026217 7.095515 -11.011746 0.0 0.0 0.1 0.09
H 9.771055 7.451151 -10.955815 0.0 0.0 0.0 0.08
H 8.594334 8.766197 -10.800006 0.0 0.0 0.1 0.09
H 6.223993 8.093338 -8.348574 0.1 -0.1 0.0 0.09
H 7.561621 9.104799 -7.732396 0.0 0.0 0.0 0.09
H 6.316978 8.510670 -6.621926 0.0 -0.2 0.1 0.09